Molecular formula: C16H40N3P
Method: DFT, wB97M-V/def2-TZVPD

Properties
* Kohn-Sham gap: 0.3178 Eh
* LUMO: 0.7 eV

```
! wB97M-V def2-TZVPD RIJCOSX def2/J DEFGRID3
* xyz 0 1
C 0.58 -3.02 2.59
C -0.13 -4.35 2.24
C -1.63 -4.19 1.94
C -1.93 -4.05 0.46
C -1.27 -2.82 -0.16
C -1.86 -2.43 -1.52
C -1.42 -1.02 -1.87
C -1.62 -0.64 -3.33
C -1.00 0.72 -3.69
C 0.37 0.65 -4.37
C 1.51 -0.08 -3.63
C 2.40 0.83 -2.77
C 1.62 1.59 -1.70
C 2.42 2.03 -0.49
P 1.19 2.24 0.96
C -0.10 2.40 2.37
C 0.15 3.57 3.34
N 0.36 4.83 2.67
N 1.29 3.28 4.22
N -1.05 3.75 4.22
H 1.05 -2.60 1.71
H -0.13 -2.29 2.96
H 1.33 -3.19 3.36
H 0.38 -4.82 1.41
H 0.00 -5.00 3.10
H -1.97 -3.30 2.45
H -2.17 -5.03 2.37
H -1.61 -4.94 -0.08
H -3.01 -3.96 0.35
H -1.41 -1.98 0.51
H -0.22 -3.02 -0.32
H -2.95 -2.51 -1.50
H -1.48 -3.12 -2.27
H -1.95 -0.29 -1.25
H -0.38 -0.94 -1.58
H -1.29 -1.43 -4.00
H -2.69 -0.55 -3.47
H -1.00 1.34 -2.81
H -1.67 1.21 -4.39
H 0.23 0.16 -5.32
H 0.69 1.68 -4.54
H 2.15 -0.49 -4.40
H 1.15 -0.90 -3.02
H 2.90 1.52 -3.45
H 3.18 0.23 -2.31
H 0.82 0.93 -1.36
H 1.13 2.45 -2.15
H 2.89 2.99 -0.70
H 3.17 1.29 -0.20
H 2.17 2.91 1.75
H 1.01 0.82 0.93
H 0.37 3.05 0.11
H -0.14 1.45 2.91
H -1.07 2.54 1.90
H -0.22 4.95 1.86
H 1.34 5.00 2.48
H 0.95 3.29 5.18
H 1.61 2.34 4.05
H -1.82 4.06 3.64
H -1.27 2.84 4.62
*
```